A 2-piece molecular cluster, C38H35N2O3 overall, computed with ωB97M-V/def2-TZVPD.

Calculated values
Lowest unoccupied orbital energy, eV: 0.79
Total charge: -1
Frontier orbital gap, eV: 3.38
Energy relative to the best compared isomer or geometry (same formula, charge and spin), kcal/mol: 10.4
Spin multiplicity: 1
Energy, eV: -49096.05197

```
78
Properties=species:S:1:pos:R:3:lowdin_charge:R:1
C 1.51 -0.24 5.52 -0.09
C 2.52 -0.92 4.64 -0.24
O 2.07 -0.79 3.27 -0.05
C 2.92 -1.39 2.40 -0.53
C 2.53 -1.14 1.00 -0.15
N 3.32 -1.57 0.07 0.01
C 3.37 -1.21 -1.18 -0.18
C 4.35 -1.77 -2.07 -0.23
C 4.68 -1.16 -3.31 -0.06
C 5.59 -1.77 -4.17 -0.13
C 6.19 -3.00 -3.82 -0.14
C 5.91 -3.58 -2.57 -0.12
C 5.03 -2.95 -1.69 -0.05
O 3.91 -2.01 2.73 0.03
H 1.86 -0.21 6.56 0.07
H 1.32 0.78 5.19 0.07
H 0.55 -0.77 5.51 0.06
H 3.52 -0.44 4.73 0.12
H 2.63 -1.98 4.90 0.12
H 1.60 -0.60 0.80 0.07
H 2.68 -0.44 -1.56 0.09
H 4.21 -0.20 -3.57 0.08
H 5.84 -1.30 -5.13 0.09
H 6.88 -3.48 -4.51 0.08
H 6.38 -4.53 -2.30 0.09
H 4.82 -3.37 -0.70 0.10
C -2.77 -1.02 6.50 -0.08
N -3.23 -0.13 5.45 -0.25
C -4.67 -0.04 5.34 -0.09
C -2.40 0.18 4.36 -0.26
C -2.25 -0.71 3.27 0.00
C -1.48 -0.38 2.17 -0.02
C -0.77 0.85 2.09 -0.21
C -0.03 1.24 0.93 0.04
C -0.51 1.15 -0.39 -0.19
C 0.29 1.64 -1.47 0.03
C -0.19 1.75 -2.75 -0.08
C 0.68 2.27 -3.81 -0.16
C 2.07 2.07 -3.73 -0.03
C 2.91 2.47 -4.76 -0.09
C 2.39 3.17 -5.86 -0.10
C 1.01 3.46 -5.91 -0.09
C 0.17 3.01 -4.90 -0.03
C -1.58 1.37 -3.07 -0.27
O -2.07 1.55 -4.19 0.04
C -2.34 0.73 -1.98 -0.08
C -3.67 0.19 -2.27 -0.16
C -4.12 -0.95 -1.55 -0.03
C -5.36 -1.51 -1.80 -0.09
C -6.22 -0.95 -2.76 -0.10
C -5.79 0.18 -3.48 -0.08
C -4.53 0.73 -3.25 -0.02
C -1.81 0.66 -0.72 0.03
C -0.84 1.69 3.24 -0.02
C -1.65 1.38 4.32 -0.01
H -1.67 -1.00 6.56 0.08
H -3.19 -0.69 7.46 0.08
H -3.10 -2.06 6.32 0.08
H -4.96 0.68 4.56 0.09
H -5.13 -1.01 5.11 0.08
H -5.09 0.30 6.30 0.08
H -2.78 -1.66 3.31 0.12
H -1.42 -1.07 1.33 0.12
H 0.88 1.82 1.08 0.13
H 1.28 2.05 -1.24 0.13
H 2.50 1.59 -2.84 0.09
H 3.98 2.25 -4.70 0.10
H 3.05 3.50 -6.67 0.09
H 0.60 4.03 -6.74 0.10
H -0.90 3.21 -4.96 0.10
H -3.45 -1.40 -0.81 0.11
H -5.67 -2.40 -1.25 0.10
H -7.20 -1.38 -2.95 0.09
H -6.45 0.64 -4.22 0.10
H -4.19 1.56 -3.86 0.10
H -2.45 0.32 0.10 0.11
H -0.31 2.65 3.20 0.12
H -1.75 2.09 5.15 0.11
```

C38H36BBrN2O5PdS as an isolated structure, computed with ωB97M-V/def2-TZVPD.

Calculated values
Lowest unoccupied orbital energy (spin up / spin down), eV: -2.18 / -2.74
Total charge: 0
Frontier orbital gap (spin up / spin down), eV: 5.23 / 4.46
Energy relative to the best compared isomer or geometry (same formula, charge and spin), kcal/mol: 55.0
Spin multiplicity: 1
Energy, eV: -138239.24566

```
85
Properties=species:S:1:pos:R:3:lowdin_charge:R:1
Pd 0.25 0.06 0.05 0.60
O -3.46 -1.54 -3.58 0.07
C -4.16 -1.41 -2.43 -0.26
C -5.53 -1.66 -2.48 -0.01
C -6.31 -1.54 -1.36 -0.08
C -5.76 -1.10 -0.17 -0.08
C -4.40 -0.85 -0.10 -0.05
C -3.58 -1.04 -1.21 -0.10
C -2.08 -0.93 -0.99 -0.44
O -1.70 0.29 -0.54 -0.32
N -1.77 -2.02 -0.04 0.09
N -0.55 -1.97 0.53 0.01
C -0.49 -2.38 1.81 -0.16
C 0.60 -2.61 2.53 0.05
Br 2.51 -0.43 0.29 0.08
C 1.50 -3.02 3.38 -0.01
C 1.85 -4.43 3.57 -0.22
C 2.52 -4.85 4.71 -0.04
C 2.77 -6.19 4.92 -0.08
C 2.36 -7.14 4.00 -0.08
C 1.71 -6.72 2.85 -0.08
C 1.45 -5.39 2.63 -0.03
H -2.54 -1.30 -3.44 0.10
H -5.95 -1.95 -3.43 0.12
H -7.36 -1.79 -1.41 0.10
H -6.37 -0.97 0.71 0.10
H -3.96 -0.50 0.82 0.07
H -1.52 -1.20 -1.92 0.14
H -2.53 -2.22 0.62 0.14
H -1.45 -2.56 2.32 0.13
H 2.01 -2.31 4.02 0.13
H 2.83 -4.12 5.45 0.11
H 3.29 -6.51 5.82 0.10
H 2.55 -8.19 4.17 0.10
H 1.41 -7.45 2.11 0.10
H 0.94 -5.07 1.73 0.11
C 1.00 8.24 -3.32 -0.05
C 1.11 7.73 -1.87 -0.56
C -0.12 8.24 -1.12 -0.07
C 2.37 8.28 -1.20 -0.04
C 1.22 6.20 -1.85 -0.18
C 2.11 5.58 -2.72 -0.04
C 2.31 4.21 -2.76 0.03
C 1.57 3.45 -1.88 -0.19
O 1.55 2.11 -1.66 0.13
B 0.67 1.89 -0.62 -0.66
O 0.13 3.09 -0.19 0.15
C 0.69 4.06 -0.98 -0.17
C 0.49 5.43 -0.95 0.07
H 0.80 9.31 -3.31 0.08
H 0.18 7.74 -3.83 0.09
H 1.91 8.08 -3.89 0.07
H -0.19 9.32 -1.22 0.08
H -0.06 8.02 -0.05 0.08
H -1.03 7.81 -1.52 0.09
H 2.37 9.36 -1.19 0.08
H 3.27 7.94 -1.71 0.08
H 2.42 7.92 -0.17 0.09
H 2.69 6.18 -3.40 0.10
H 3.00 3.76 -3.45 0.12
H -0.21 5.85 -0.25 0.12
O -0.72 0.70 1.99 -0.58
S -2.06 1.30 1.78 1.06
C -1.95 2.82 2.76 -0.34
C -0.72 3.14 3.30 -0.06
C -0.60 4.27 4.10 -0.07
C -1.71 5.06 4.34 -0.09
C -2.93 4.75 3.76 -0.08
C -3.06 3.63 2.96 -0.08
C -3.05 0.45 3.07 -0.34
C -4.44 0.53 3.09 -0.10
C -5.14 -0.18 4.04 -0.07
C -4.47 -0.97 4.96 -0.08
C -3.09 -1.03 4.95 -0.07
C -2.38 -0.32 4.00 -0.08
H 0.12 2.50 3.09 0.11
H 0.35 4.52 4.53 0.11
H -1.62 5.93 4.98 0.10
H -3.79 5.38 3.95 0.10
H -4.00 3.37 2.50 0.10
H -4.95 1.13 2.35 0.11
H -6.22 -0.14 4.06 0.11
H -5.03 -1.53 5.69 0.10
H -2.57 -1.63 5.68 0.11
H -1.30 -0.36 3.96 0.11
```

C38H36BrN5O5RuSbSe4 as an isolated structure, computed with ωB97M-V/def2-TZVPD.

Calculated values
Lowest unoccupied orbital energy (spin up / spin down), eV: 3.41 / 3.41
Total charge: -2
Frontier orbital gap (spin up / spin down), eV: 4.90 / 5.43
Energy relative to the best compared isomer or geometry (same formula, charge and spin), kcal/mol: 0.0
Spin multiplicity: 6
Energy, eV: -398226.18153

```
91
Properties=species:S:1:pos:R:3:lowdin_charge:R:1
Ru -0.08 1.43 -0.83 0.66
O 3.09 -1.44 -1.62 0.02
C 4.16 -0.80 -1.11 -0.28
C 5.37 -1.48 -1.04 -0.02
C 6.51 -0.86 -0.55 -0.11
C 6.46 0.46 -0.13 -0.12
C 5.25 1.14 -0.21 -0.07
C 4.09 0.53 -0.66 -0.12
C 2.79 1.32 -0.67 -0.46
O 1.77 0.70 -1.33 -0.38
N 2.39 1.52 0.75 0.03
N 1.15 1.97 0.92 -0.11
C 0.85 2.36 2.20 -0.15
C -0.21 3.11 2.48 -0.02
Br -2.46 1.92 -0.05 -0.04
C -1.26 3.83 2.73 -0.09
C -1.28 5.31 2.69 -0.21
C -0.15 6.05 2.35 -0.03
C -0.21 7.43 2.29 -0.09
C -1.40 8.10 2.56 -0.11
C -2.53 7.37 2.89 -0.10
C -2.47 5.98 2.95 -0.05
H 2.37 -0.75 -1.69 0.07
H 5.40 -2.50 -1.41 0.11
H 7.44 -1.41 -0.52 0.09
H 7.35 0.96 0.21 0.09
H 5.21 2.19 0.05 0.11
H 2.98 2.32 -1.10 0.07
H 3.11 1.78 1.42 0.14
H 1.53 2.06 3.00 0.12
H -2.21 3.34 2.90 0.09
H 0.77 5.53 2.11 0.11
H 0.67 7.99 2.01 0.10
H -1.44 9.18 2.50 0.09
H -3.47 7.88 3.08 0.09
H -3.36 5.41 3.18 0.11
C -2.95 -5.15 3.08 -0.09
O -2.52 -4.28 2.06 -0.09
C -2.21 -4.83 0.84 -0.22
C -2.45 -6.14 0.50 -0.04
C -2.09 -6.61 -0.77 -0.11
C -1.47 -5.75 -1.66 -0.10
C -1.21 -4.43 -1.31 -0.01
C -1.60 -3.94 -0.07 -0.16
N -1.37 -2.65 0.38 0.17
C -1.08 -1.51 -0.37 -0.35
N -1.64 -1.47 -1.58 0.15
C -1.48 -0.56 -2.66 -0.18
C -0.91 0.71 -2.57 -0.27
C -0.90 1.42 -3.79 -0.22
C -1.39 0.92 -4.97 -0.12
C -1.95 -0.35 -5.03 -0.05
C -1.99 -1.08 -3.87 -0.22
O -2.48 -2.38 -3.79 -0.13
C -3.24 -2.83 -4.89 -0.10
N -0.34 -0.57 0.12 0.05
C 0.26 -0.80 1.39 -0.22
C 1.55 -1.29 1.50 -0.01
C 2.17 -1.44 2.74 -0.09
C 1.47 -1.10 3.89 -0.11
C 0.16 -0.65 3.81 -0.04
C -0.45 -0.51 2.57 -0.26
O -1.74 -0.13 2.39 -0.13
C -2.43 0.42 3.48 -0.10
H -3.03 -4.54 3.98 0.09
H -2.23 -5.95 3.24 0.10
H -3.93 -5.58 2.85 0.09
H -2.92 -6.81 1.20 0.10
H -2.28 -7.64 -1.03 0.09
H -1.16 -6.10 -2.63 0.10
H -0.70 -3.78 -2.01 0.12
H -1.44 -2.51 1.37 0.13
H -2.26 -2.23 -1.80 0.12
H -0.46 2.41 -3.81 -0.02
H -1.30 1.51 -5.87 0.08
H -2.30 -0.76 -5.97 0.09
H -3.71 -3.76 -4.57 0.08
H -2.62 -3.02 -5.76 0.09
H -4.01 -2.10 -5.16 0.09
H 2.07 -1.53 0.58 0.11
H 3.19 -1.80 2.79 0.10
H 1.95 -1.20 4.86 0.09
H -0.38 -0.39 4.72 0.10
H -3.38 0.76 3.08 0.09
H -1.89 1.28 3.90 0.08
H -2.61 -0.31 4.27 0.09
Se 1.64 2.89 -6.59 -0.18
Sb 2.51 1.92 -4.45 -0.10
Se 2.45 -0.15 -5.68 -0.18
Se 0.32 3.55 -1.62 0.18
Se 4.57 2.91 -3.68 -0.22
```

C38H36Cl5N6O2S3Zr as an isolated structure, computed with ωB97M-V/def2-TZVPD.

Calculated values
Lowest unoccupied orbital energy, eV: 2.32
Total charge: -1
Frontier orbital gap, eV: 6.43
Energy relative to the best compared isomer or geometry (same formula, charge and spin), kcal/mol: 0.0
Spin multiplicity: 1
Energy, eV: -149431.11927

```
91
Properties=species:S:1:pos:R:3:lowdin_charge:R:1
Zr -0.41 -0.44 0.28 1.40
O 0.33 1.41 0.02 -0.36
C 0.07 2.70 0.16 -0.34
C -0.45 3.45 -0.89 -0.02
C -0.75 4.80 -0.73 -0.09
C -0.54 5.43 0.49 -0.11
C -0.01 4.70 1.54 -0.05
C 0.33 3.36 1.38 -0.14
C 0.96 2.60 2.47 -0.12
N 2.09 2.04 2.31 0.07
C 2.51 1.13 3.34 -0.22
C 2.31 -0.30 2.82 -0.21
N 0.89 -0.51 2.55 -0.04
C 0.23 -0.88 3.58 -0.14
C -1.20 -0.85 3.74 -0.16
C -1.77 -1.50 4.84 -0.05
C -3.11 -1.36 5.14 -0.10
C -3.88 -0.49 4.36 -0.08
C -3.33 0.18 3.29 -0.05
C -1.99 -0.03 2.90 -0.38
O -1.50 0.51 1.82 -0.26
H -0.64 2.94 -1.81 0.06
H -1.16 5.35 -1.56 0.09
H -0.79 6.47 0.62 0.09
H 0.17 5.17 2.50 0.11
H 0.41 2.50 3.42 0.13
H 1.94 1.25 4.27 0.11
H 3.57 1.28 3.56 0.11
H 2.67 -1.00 3.57 0.11
H 2.88 -0.43 1.90 0.08
H 0.79 -1.17 4.48 0.13
H -1.14 -2.13 5.46 0.11
H -3.55 -1.89 5.98 0.09
H -4.92 -0.35 4.60 0.10
H -3.93 0.84 2.68 0.10
S -0.40 -2.26 -1.64 0.56
C -1.91 -2.07 -2.50 -0.68
C -2.38 -3.09 -3.32 -0.13
C -3.55 -2.95 -4.05 -0.12
C -4.28 -1.76 -3.97 -0.12
C -3.81 -0.74 -3.16 -0.16
C -2.63 -0.87 -2.42 -0.71
S -2.06 0.48 -1.45 0.59
H -1.82 -4.01 -3.38 0.09
H -3.91 -3.76 -4.67 0.09
H -5.20 -1.64 -4.52 0.09
H -4.38 0.19 -3.06 0.09
Cl -4.36 -0.91 0.46 0.70
C -3.41 -2.28 0.95 -0.65
C -2.01 -2.20 0.96 -0.29
C -1.41 -3.37 1.40 -0.69
Cl 0.34 -3.38 1.48 0.69
C -2.06 -4.53 1.80 -0.71
Cl -1.18 -5.92 2.35 0.64
C -3.45 -4.55 1.76 -0.71
Cl -4.31 -5.97 2.25 0.64
C -4.12 -3.42 1.34 -0.70
Cl -5.85 -3.44 1.31 0.65
S 1.04 0.10 -3.99 0.63
C 0.53 1.66 -4.18 -0.81
N -0.82 1.91 -4.07 0.02
C -1.40 3.12 -4.19 -0.11
C -0.66 4.23 -4.43 -0.10
C 0.75 4.06 -4.54 -0.07
C 1.32 2.83 -4.42 -0.10
H -1.38 1.10 -3.80 0.07
H -2.48 3.15 -4.04 0.13
H -1.12 5.20 -4.52 0.10
H 1.37 4.92 -4.72 0.10
H 2.39 2.69 -4.51 0.10
C 2.98 1.52 -1.02 -0.05
N 3.69 0.37 -0.48 -0.15
C 4.93 0.70 0.19 -0.07
C 3.13 -0.86 -0.39 -0.45
N 1.85 -1.07 -0.30 0.01
N 4.04 -1.91 -0.39 -0.16
C 3.58 -3.23 0.00 -0.08
C 5.06 -1.94 -1.43 -0.06
H 3.69 2.07 -1.65 0.09
H 2.62 2.16 -0.22 0.07
H 2.15 1.17 -1.63 0.04
H 4.74 1.48 0.93 0.08
H 5.68 1.07 -0.52 0.08
H 5.34 -0.18 0.70 0.09
H 1.67 -2.03 -0.59 -0.06
H 3.01 -3.16 0.93 0.05
H 4.45 -3.86 0.17 0.09
H 2.95 -3.71 -0.76 0.10
H 5.22 -0.94 -1.82 0.08
H 4.75 -2.58 -2.26 0.09
H 6.01 -2.32 -1.03 0.09
```

C38H36HfN6O4S2 as an isolated structure, computed with ωB97M-V/def2-TZVPD.

Calculated values
Lowest unoccupied orbital energy, eV: 0.25
Total charge: 0
Frontier orbital gap, eV: 7.65
Energy relative to the best compared isomer or geometry (same formula, charge and spin), kcal/mol: 0.0
Spin multiplicity: 1
Energy, eV: -80101.64565

```
87
Properties=species:S:1:pos:R:3:lowdin_charge:R:1
Hf 0.08 0.55 -0.20 1.49
C -1.11 -1.59 2.93 -0.11
N -0.10 -0.60 2.52 -0.29
C 1.21 -1.11 2.93 -0.08
C -0.40 0.64 3.22 -0.21
C 0.52 1.75 2.82 -0.26
C 0.90 2.67 3.80 -0.05
C 1.73 3.73 3.50 -0.08
C 2.21 3.85 2.20 -0.09
C 1.82 2.94 1.23 -0.13
C 0.95 1.86 1.48 -0.20
H -1.11 -1.70 4.02 0.09
H -0.90 -2.56 2.48 0.08
H -2.10 -1.25 2.62 0.08
H 1.40 -2.07 2.45 0.08
H 1.25 -1.25 4.02 0.10
H 2.00 -0.42 2.64 0.09
H -0.37 0.49 4.31 0.13
H -1.42 0.91 2.96 0.09
H 0.54 2.54 4.81 0.11
H 2.01 4.44 4.26 0.10
H 2.86 4.67 1.93 0.10
H 2.19 3.12 0.23 0.06
N 6.15 2.43 -4.88 0.11
C 4.87 2.36 -4.37 -0.31
C 4.64 2.52 -3.00 -0.02
C 3.36 2.41 -2.49 -0.07
C 2.29 2.15 -3.34 -0.28
C 2.51 1.99 -4.71 -0.06
C 3.79 2.10 -5.22 -0.02
S 0.65 2.02 -2.73 0.65
O -0.21 2.76 -3.59 -0.24
O 0.72 2.42 -1.29 -0.47
N 0.22 0.52 -2.44 -0.22
C -0.32 -0.32 -3.40 -0.44
N -1.24 -1.16 -2.93 0.15
C -1.74 -2.03 -3.80 -0.11
C -1.36 -2.05 -5.13 -0.04
C -0.42 -1.11 -5.51 -0.12
N 0.12 -0.25 -4.66 0.14
H 6.84 2.90 -4.31 0.09
H 6.25 2.59 -5.86 0.09
H 5.46 2.74 -2.33 0.12
H 3.19 2.55 -1.43 0.09
H 1.67 1.79 -5.36 0.11
H 3.95 1.98 -6.28 0.11
H -2.48 -2.72 -3.40 0.11
H -1.78 -2.75 -5.84 0.10
H -0.07 -1.05 -6.54 0.11
O -3.01 6.48 4.12 0.12
C -2.37 6.34 2.94 -0.48
O -1.77 7.27 2.48 0.12
C -2.44 5.00 2.26 -0.13
C -3.12 3.90 2.77 -0.02
C -3.09 2.68 2.11 -0.12
C -2.37 2.54 0.93 -0.63
S -2.34 0.94 0.15 0.62
C -1.76 3.66 0.37 -0.09
C -1.78 4.87 1.05 0.01
H -3.45 5.65 4.37 0.08
H -3.68 3.95 3.70 0.11
H -3.62 1.83 2.52 0.10
H -1.25 3.59 -0.57 0.09
H -1.27 5.73 0.64 0.13
C 4.93 -1.79 -0.46 -0.10
C 4.17 -2.90 -0.11 -0.08
C 2.79 -2.83 -0.04 -0.05
C 2.11 -1.64 -0.33 -0.31
C 2.91 -0.51 -0.61 -0.06
C 4.29 -0.59 -0.70 -0.07
N 0.73 -1.47 -0.29 -0.11
C -0.14 -2.56 -0.51 -0.30
C 0.20 -3.64 -1.34 -0.05
C -0.72 -4.63 -1.62 -0.09
C -2.01 -4.57 -1.12 -0.11
C -2.37 -3.49 -0.33 -0.08
C -1.45 -2.50 -0.03 -0.10
H 6.01 -1.86 -0.54 0.10
H 4.66 -3.84 0.10 0.10
H 2.23 -3.71 0.25 0.11
H 2.47 0.47 -0.80 0.05
H 4.85 0.30 -0.94 0.10
H 1.18 -3.68 -1.79 0.11
H -0.42 -5.46 -2.26 0.10
H -2.73 -5.36 -1.34 0.10
H -3.38 -3.41 0.05 0.11
H -1.75 -1.66 0.58 0.02
```

Q: Look up the spin multiplicity of the fourth one.
A: 1